The following is a DFT calculation (ωB97M-V/def2-TZVPD) of 14 unconnected molecules or ions with the total composition C57H147N5O19 at a distorted geometry.

Summary:
Frontier orbital gap   0.32273 Ha
HOMO level   -8.3 eV
Molar mass   1206.82 g mol⁻¹
LUMO energy   0.500 eV

Last columns: bonded neighbours and bond lengths (Å).
Positions of all 228 atoms, in Å:
1 C 1.657 3.298 -8.458  O2 1.374, H10 1.074, H11 1.113, H12 1.082
2 O 1.160 2.873 -7.250  C1 1.374, C3 1.410
3 C -0.167 3.283 -7.009  O2 1.410, C4 1.532, H13 1.146, H14 1.076
4 C -0.615 2.949 -5.583  C3 1.532, N5 1.459, H15 1.059, H16 1.137
5 N -0.463 1.506 -5.427  C4 1.459, C6 1.477, H17 1.049
6 C -1.094 0.789 -4.300  N5 1.477, C7 1.543, H18 1.072, H19 1.075
7 C -0.581 -0.649 -4.080  C6 1.543, O8 1.386, H20 1.122, H21 1.126
8 O -0.980 -1.161 -2.855  C7 1.386, C9 1.406
9 C -0.860 -2.560 -2.798  O8 1.406, H22 1.093, H23 1.085, H24 1.056
10 H 0.879 3.334 -9.198  C1 1.074
11 H 2.380 2.514 -8.776  C1 1.113
12 H 2.189 4.240 -8.453  C1 1.082
13 H -0.802 2.753 -7.802  C3 1.146
14 H -0.264 4.339 -7.193  C3 1.076
15 H -1.572 3.305 -5.302  C4 1.059
16 H 0.051 3.475 -4.827  C4 1.137
17 H 0.543 1.237 -5.554  N5 1.049
18 H -2.148 0.744 -4.491  C6 1.072
19 H -0.935 1.273 -3.354  C6 1.075
20 H 0.536 -0.676 -4.185  C7 1.122
21 H -0.852 -1.354 -4.915  C7 1.126
22 H 0.196 -2.789 -2.962  C9 1.093
23 H -1.434 -3.021 -3.595  C9 1.085
24 H -1.101 -2.806 -1.800  C9 1.056
25 C -5.658 -3.334 -0.296  O26 1.394, H34 1.075, H35 1.129, H36 1.099
26 O -4.545 -4.148 -0.502  C25 1.394, C27 1.391
27 C -3.536 -3.783 0.382  O26 1.391, C28 1.542, H37 1.074, H38 1.120
28 C -2.327 -4.737 0.289  C27 1.542, N29 1.525, H39 1.115, H40 1.113
29 N -2.706 -6.201 0.478  C28 1.525, C30 1.451, H41 1.035
30 C -3.002 -6.641 1.829  N29 1.451, C31 1.533, H42 1.085, H43 1.077
31 C -1.782 -6.895 2.722  C30 1.533, O32 1.396, H44 1.106, H45 1.104
32 O -1.142 -5.727 3.144  C31 1.396, C33 1.431
33 C -1.555 -5.331 4.455  O32 1.431, H46 1.143, H47 1.108, H48 1.110
34 H -6.454 -3.734 0.307  C25 1.075
35 H -6.122 -3.220 -1.319  C25 1.129
36 H -5.379 -2.315 0.004  C25 1.099
37 H -3.837 -3.722 1.411  C27 1.074
38 H -3.138 -2.777 0.088  C27 1.120
39 H -1.611 -4.365 1.059  C28 1.115
40 H -1.835 -4.708 -0.708  C28 1.113
41 H -3.442 -6.379 -0.228  N29 1.035
42 H -3.522 -7.590 1.766  C30 1.085
43 H -3.699 -5.963 2.292  C30 1.077
44 H -1.037 -7.523 2.199  C31 1.106
45 H -2.168 -7.412 3.617  C31 1.104
46 H -1.399 -6.158 5.229  C33 1.143
47 H -2.637 -5.097 4.429  C33 1.108
48 H -1.100 -4.387 4.819  C33 1.110
49 C -7.769 0.406 6.672  O50 1.417, H58 1.105, H59 1.086, H60 1.075
50 O -7.072 0.744 5.486  C49 1.417, C51 1.449
51 C -7.396 2.101 5.095  O50 1.449, C52 1.528, H61 1.071, H62 1.051
52 C -6.291 3.001 5.646  C51 1.528, N53 1.428, H63 1.117, H64 1.101
53 N -5.139 2.549 4.934  C52 1.428, C54 1.457, H65 1.058
54 C -4.026 3.472 5.121  N53 1.457, C55 1.467, H66 1.089, H67 1.094
55 C -2.812 3.071 4.403  C54 1.467, O56 1.398, H68 1.054, H69 1.109
56 O -2.504 1.758 4.774  C55 1.398, C57 1.435
57 C -1.539 1.233 3.852  O56 1.435, H70 1.110, H71 1.086, H72 1.066
58 H -8.846 0.491 6.443  C49 1.105
59 H -7.518 1.110 7.460  C49 1.086
60 H -7.543 -0.621 6.893  C49 1.075
61 H -8.379 2.330 5.457  C51 1.071
62 H -7.313 2.182 4.051  C51 1.051
63 H -6.165 2.923 6.753  C52 1.117
64 H -6.502 4.047 5.378  C52 1.101
65 H -4.823 1.620 5.332  N53 1.058
66 H -3.857 3.705 6.171  C54 1.089
67 H -4.373 4.433 4.729  C54 1.094
68 H -1.991 3.692 4.630  C55 1.054
69 H -3.061 3.107 3.323  C55 1.109
70 H -2.124 0.928 2.959  C57 1.110
71 H -1.094 0.380 4.355  C57 1.086
72 H -0.767 1.940 3.654  C57 1.066
73 C 2.244 -3.211 -7.417  O74 1.464, H82 1.113, H83 1.109, H84 1.105
74 O 3.211 -2.182 -7.033  C73 1.464, C75 1.389
75 C 2.626 -1.087 -6.410  O74 1.389, C76 1.495, H85 1.116, H86 1.028
76 C 3.704 -0.068 -6.228  C75 1.495, N77 1.488, H87 1.126, H88 1.057
77 N 3.306 1.200 -5.560  C76 1.488, C78 1.470, H89 1.049
78 C 4.457 2.022 -5.158  N77 1.470, C79 1.534, H90 1.088, H91 1.063
79 C 4.052 3.439 -4.733  C78 1.534, O80 1.412, H92 1.065, H93 1.105
80 O 5.218 4.210 -4.537  C79 1.412, C81 1.384
81 C 5.051 5.325 -3.734  O80 1.384, H94 1.154, H95 1.058, H96 1.084
82 H 2.849 -3.930 -8.013  C73 1.113
83 H 1.465 -2.723 -8.038  C73 1.109
84 H 1.659 -3.668 -6.598  C73 1.105
85 H 2.337 -1.358 -5.366  C75 1.116
86 H 1.805 -0.717 -6.906  C75 1.028
87 H 3.996 0.103 -7.302  C76 1.126
88 H 4.466 -0.464 -5.612  C76 1.057
89 H 2.702 1.810 -6.164  N77 1.049
90 H 5.212 2.076 -5.939  C78 1.088
91 H 5.030 1.527 -4.412  C78 1.063
92 H 3.538 3.446 -3.800  C79 1.065
93 H 3.304 3.789 -5.468  C79 1.105
94 H 4.883 4.961 -2.652  C81 1.154
95 H 4.249 5.994 -3.907  C81 1.058
96 H 5.897 5.997 -3.824  C81 1.084
97 C 2.134 4.480 -1.297  O98 1.356, H106 1.074, H107 1.088, H108 1.101
98 O 2.550 3.199 -1.141  C97 1.356, C99 1.407
99 C 1.621 2.206 -1.500  O98 1.407, C100 1.554, H109 1.137, H110 1.110
100 C 2.339 0.842 -1.688  C99 1.554, N101 1.545, H111 1.082, H112 1.037
101 N 1.558 -0.363 -1.119  C100 1.545, C102 1.443, H113 1.033
102 C 1.330 -0.314 0.306  N101 1.443, C103 1.476, H114 1.071, H115 1.051
103 C 0.524 -1.460 0.769  C102 1.476, O104 1.458, H116 1.124, H117 1.091
104 O 0.390 -1.287 2.211  C103 1.458, C105 1.404
105 C -0.518 -2.204 2.762  O104 1.404, H118 1.089, H119 1.058, H120 1.089
106 H 1.125 4.608 -0.948  C97 1.074
107 H 2.324 4.903 -2.281  C97 1.088
108 H 2.611 5.177 -0.591  C97 1.101
109 H 1.227 2.558 -2.508  C99 1.137
110 H 0.742 2.091 -0.832  C99 1.110
111 H 3.371 0.876 -1.363  C100 1.082
112 H 2.291 0.597 -2.694  C100 1.037
113 H 0.681 -0.398 -1.665  N101 1.033
114 H 0.790 0.513 0.719  C102 1.071
115 H 2.293 -0.374 0.722  C102 1.051
116 H 1.004 -2.450 0.540  C103 1.124
117 H -0.441 -1.464 0.258  C103 1.091
118 H -0.546 -1.878 3.800  C105 1.089
119 H -0.144 -3.193 2.715  C105 1.058
120 H -1.519 -2.182 2.334  C105 1.089
121 C 1.192 -7.431 -1.277  C122 1.562, H125 1.118, H126 1.068, H127 1.095
122 C 0.942 -6.062 -0.569  C121 1.562, C123 1.516, O124 1.427, H128 1.097
123 C 1.891 -5.677 0.550  C122 1.516, H129 1.064, H130 1.105, H131 1.080
124 O 0.677 -5.073 -1.564  C122 1.427, H132 0.975
125 H 1.245 -8.228 -0.495  C121 1.118
126 H 2.204 -7.363 -1.610  C121 1.068
127 H 0.417 -7.680 -2.009  C121 1.095
128 H -0.082 -6.149 -0.187  C122 1.097
129 H 1.875 -6.390 1.339  C123 1.064
130 H 1.631 -4.676 0.938  C123 1.105
131 H 2.927 -5.666 0.245  C123 1.080
132 H 1.463 -4.505 -1.468  O124 0.975
133 C 6.833 1.551 0.250  C134 1.542, H137 1.048, H138 1.132, H139 1.108
134 C 6.630 2.701 1.256  C133 1.542, C135 1.508, O136 1.443, H140 1.110
135 C 6.494 4.005 0.512  C134 1.508, H141 1.120, H142 1.072, H143 1.059
136 O 5.414 2.653 2.032  C134 1.443, H144 0.952
137 H 7.531 1.743 -0.509  C133 1.048
138 H 5.816 1.465 -0.240  C133 1.132
139 H 6.996 0.550 0.698  C133 1.108
140 H 7.508 2.752 1.933  C134 1.110
141 H 7.444 4.245 -0.031  C135 1.120
142 H 6.244 4.836 1.140  C135 1.072
143 H 5.709 3.864 -0.185  C135 1.059
144 H 5.147 1.806 2.374  O136 0.952
145 C -1.312 5.699 1.758  C146 1.552, H149 1.044, H150 1.067, H151 1.088
146 C -2.635 6.495 1.913  C145 1.552, C147 1.500, O148 1.437, H152 1.068
147 C -3.635 6.346 0.805  C146 1.500, H153 1.085, H154 1.084, H155 1.078
148 O -3.163 6.105 3.191  C146 1.437, H156 0.938
149 H -0.735 5.935 0.920  C145 1.044
150 H -1.553 4.668 1.635  C145 1.067
151 H -0.603 5.751 2.582  C145 1.088
152 H -2.363 7.527 1.947  C146 1.068
153 H -3.930 5.329 0.571  C147 1.085
154 H -3.280 6.808 -0.111  C147 1.084
155 H -4.565 6.834 1.044  C147 1.078
156 H -3.982 6.561 3.234  O148 0.938
157 C 2.315 -4.731 4.689  C158 1.595, H161 1.047, H162 1.074, H163 1.126
158 C 2.367 -6.241 5.200  C157 1.595, C159 1.491, O160 1.409, H164 1.092
159 C 1.670 -7.108 4.208  C158 1.491, H165 1.063, H166 1.072, H167 1.129
160 O 3.703 -6.660 5.361  C158 1.409, H168 0.988
161 H 2.828 -4.655 3.779  C157 1.047
162 H 2.806 -4.061 5.370  C157 1.074
163 H 1.219 -4.477 4.645  C157 1.126
164 H 1.857 -6.342 6.160  C158 1.092
165 H 1.802 -8.124 4.494  C159 1.063
166 H 1.975 -6.975 3.188  C159 1.072
167 H 0.566 -6.879 4.146  C159 1.129
168 H 4.062 -6.063 6.062  O160 0.988
169 C -2.853 0.364 0.017  C170 1.534, H173 1.089, H174 1.088, H175 1.146
170 C -3.019 1.873 0.236  C169 1.534, C171 1.545, O172 1.440, H176 1.121
171 C -2.910 2.649 -1.096  C170 1.545, H177 1.147, H178 1.085, H179 1.110
172 O -4.403 1.959 0.622  C170 1.440, H180 0.987
173 H -1.810 0.173 -0.227  C169 1.089
174 H -3.500 0.041 -0.796  C169 1.088
175 H -3.102 -0.270 0.938  C169 1.146
176 H -2.275 2.250 0.985  C170 1.121
177 H -3.318 3.715 -0.987  C171 1.147
178 H -3.248 2.057 -1.940  C171 1.085
179 H -1.821 2.773 -1.275  C171 1.110
180 H -4.544 1.255 1.298  O172 0.987
181 C 3.205 1.108 4.172  C182 1.548, H185 1.071, H186 1.100, H187 1.060
182 C 4.225 -0.054 4.096  C181 1.548, C183 1.575, O184 1.423, H188 1.070
183 C 3.505 -1.266 3.393  C182 1.575, H189 1.116, H190 1.072, H191 1.139
184 O 5.389 0.340 3.378  C182 1.423, H192 0.933
185 H 2.319 0.746 4.654  C181 1.071
186 H 3.020 1.412 3.132  C181 1.100
187 H 3.640 1.893 4.736  C181 1.060
188 H 4.538 -0.262 5.098  C182 1.070
189 H 3.290 -1.167 2.302  C183 1.116
190 H 2.604 -1.407 3.956  C183 1.072
191 H 4.033 -2.225 3.708  C183 1.139
192 H 5.867 -0.431 3.162  O184 0.933
193 C -0.712 8.340 -4.475  C194 1.526, H197 1.142, H198 1.108, H199 1.101
194 C -0.276 6.958 -3.995  C193 1.526, C195 1.519, O196 1.422, H200 1.097
195 C -1.423 6.171 -3.384  C194 1.519, H201 1.063, H202 1.112, H203 1.043
196 O 0.339 6.281 -5.084  C194 1.422, H204 0.943
197 H -0.969 8.924 -3.528  C193 1.142
198 H -1.584 8.272 -5.155  C193 1.108
199 H 0.045 8.988 -4.942  C193 1.101
200 H 0.472 7.014 -3.194  C194 1.097
201 H -1.040 5.314 -2.886  C195 1.063
202 H -2.271 6.004 -4.084  C195 1.112
203 H -1.853 6.769 -2.645  C195 1.043
204 H -0.369 6.227 -5.706  O196 0.943
205 C -4.791 -2.103 6.188  C206 1.555, H209 1.122, H210 1.130, H211 1.072
206 C -4.543 -1.478 4.786  C205 1.555, C207 1.542, O208 1.419, H212 1.124
207 C -3.732 -2.429 3.884  C206 1.542, H213 1.100, H214 1.149, H215 1.070
208 O -5.708 -1.229 4.015  C206 1.419, H216 0.975
209 H -5.242 -1.438 6.971  C205 1.122
210 H -3.775 -2.362 6.609  C205 1.130
211 H -5.338 -3.013 6.041  C205 1.072
212 H -3.955 -0.534 4.949  C206 1.124
213 H -3.498 -1.852 2.977  C207 1.100
214 H -4.371 -3.368 3.709  C207 1.149
215 H -2.885 -2.707 4.475  C207 1.070
216 H -6.242 -0.513 4.403  O208 0.975
217 C 3.707 -3.800 -3.331  C218 1.539, H221 1.087, H222 1.115, H223 1.102
218 C 3.883 -3.345 -1.871  C217 1.539, C219 1.541, O220 1.429, H224 1.082
219 C 4.636 -2.005 -1.772  C218 1.541, H225 1.098, H226 1.083, H227 1.090
220 O 2.595 -3.113 -1.298  C218 1.429, H228 0.993
221 H 3.125 -4.718 -3.338  C217 1.087
222 H 4.708 -3.934 -3.802  C217 1.115
223 H 3.229 -3.034 -3.964  C217 1.102
224 H 4.393 -4.079 -1.261  C218 1.082
225 H 4.244 -1.157 -2.350  C219 1.098
226 H 5.691 -2.048 -2.015  C219 1.083
227 H 4.603 -1.710 -0.723  C219 1.090
228 H 2.326 -2.158 -1.247  O220 0.993

Here are the Löwdin charges for atoms 1 to 8, given in e:
1. C -0.12
2. O -0.23
3. C -0.21
4. C -0.19
5. N -0.06
6. C -0.17
7. C -0.25
8. O -0.22